Record 1
{
  "formula": "C47H46I2N5O3PRe",
  "method": "wB97M-V/def2-TZVPD",
  "multiplicity": 2,
  "homo_lumo_gap_ha": [0.258, 0.282],
  "s2": 0.76,
  "charge": 0,
  "homo_ha": [-0.2610, -0.2788],
  "lumo_energy_ev": [-0.079, 0.093],
  "species": ["Re", "I", "C", "C", "C", "I", "C", "O", "C", "C", "N", "C", "C", "C", "C", "C", "C", "N", "C", "H", "H", "H", "H", "H", "H", "H", "H", "H", "H", "H", "O", "C", "O", "C", "C", "C", "C", "C", "C", "P", "C", "C", "C", "C", "C", "C", "C", "C", "C", "C", "C", "C", "H", "H", "H", "H", "H", "H", "H", "H", "H", "H", "H", "H", "H", "H", "C", "C", "C", "C", "C", "C", "C", "C", "C", "C", "C", "C", "N", "H", "H", "H", "H", "H", "H", "H", "H", "H", "H", "H", "H", "H", "H", "H", "H", "H", "N", "C", "C", "N", "C", "H", "H", "H", "H"],
  "coordinates": [[-0.496, 0.210, -0.431], [-6.138, -5.134, 0.369], [-4.441, -3.987, -0.019], [-3.272, -4.597, -0.435], [-2.145, -3.826, -0.678], [-0.431, -4.790, -1.348], [-2.138, -2.434, -0.483], [-1.026, -1.728, -0.648], [-3.360, -1.836, -0.117], [-3.485, -0.348, 0.035], [-2.647, 0.380, -0.952], [-3.028, 0.029, -2.337], [-1.896, 0.107, -3.328], [-2.186, 0.150, -4.683], [-1.141, 0.214, -5.588], [0.157, 0.255, -5.107], [0.366, 0.212, -3.741], [-0.645, 0.120, -2.867], [-4.487, -2.611, 0.111], [-3.229, -5.667, -0.581], [-4.537, -0.070, -0.093], [-3.153, -0.045, 1.027], [-2.811, 1.373, -0.806], [-3.395, -0.998, -2.327], [-3.856, 0.660, -2.671], [-3.217, 0.142, -5.014], [-1.340, 0.248, -6.652], [1.007, 0.329, -5.771], [1.357, 0.275, -3.303], [-5.411, -2.123, 0.396], [3.604, 2.501, -2.133], [3.160, 1.635, -1.388], [2.158, 0.869, -1.600], [3.739, 1.428, -0.008], [4.805, 2.208, 0.414], [5.376, 1.995, 1.658], [4.878, 0.984, 2.466], [3.812, 0.202, 2.044], [3.212, 0.421, 0.803], [1.853, -0.623, 0.094], [2.686, -1.745, -1.091], [3.997, -2.143, -0.846], [4.664, -2.959, -1.748], [4.024, -3.392, -2.901], [2.712, -3.009, -3.141], [2.049, -2.189, -2.240], [1.673, -1.883, 1.488], [1.860, -3.252, 1.296], [1.730, -4.160, 2.342], [1.415, -3.720, 3.617], [1.196, -2.365, 3.828], [1.308, -1.473, 2.774], [5.170, 2.967, -0.264], [6.209, 2.601, 1.991], [5.326, 0.788, 3.432], [3.480, -0.590, 2.694], [4.507, -1.811, 0.051], [5.686, -3.254, -1.549], [4.545, -4.025, -3.608], [2.199, -3.351, -4.032], [1.017, -1.919, -2.416], [2.120, -3.632, 0.320], [1.893, -5.214, 2.153], [1.335, -4.423, 4.438], [0.929, -2.000, 4.813], [1.137, -0.426, 2.969], [-1.588, 3.288, -2.735], [-0.302, 3.940, -2.227], [0.960, 3.185, -2.624], [-0.389, 4.228, -0.739], [-0.441, 5.573, -0.386], [-0.556, 5.985, 0.926], [-0.657, 5.028, 1.914], [-0.630, 3.665, 1.627], [-0.917, 2.769, 2.821], [-2.404, 2.403, 2.831], [-0.047, 1.535, 3.005], [-0.460, 3.255, 0.285], [-0.364, 1.890, -0.025], [-1.517, 3.066, -3.803], [-2.449, 3.939, -2.571], [-1.757, 2.348, -2.214], [-0.245, 4.921, -2.704], [1.009, 2.196, -2.177], [1.853, 3.723, -2.307], [1.012, 3.075, -3.710], [-0.381, 6.311, -1.176], [-0.576, 7.039, 1.174], [-0.769, 5.332, 2.947], [-0.742, 3.408, 3.691], [-2.632, 1.736, 1.996], [-3.030, 3.293, 2.743], [-2.667, 1.891, 3.758], [-0.374, 0.717, 2.365], [-0.122, 1.187, 4.039], [1.003, 1.749, 2.790], [-2.094, -3.412, 3.644], [-2.759, -2.476, 4.399], [-2.643, -1.311, 3.701], [-1.925, -1.512, 2.544], [-1.608, -2.781, 2.550], [-1.944, -4.378, 3.875], [-3.241, -2.718, 5.329], [-3.043, -0.346, 3.963], [-1.012, -3.288, 1.806]]
}

Record 2
{
  "formula": "C2H12N2O2",
  "method": "wB97M-V/def2-TZVPD",
  "multiplicity": 2,
  "homo_lumo_gap_ha": [0.407, 0.239],
  "s2": 0.76,
  "charge": 1,
  "homo_ha": [-0.5404, -0.5402],
  "lumo_energy_ev": [-3.619, -8.184],
  "species": ["C", "N", "C", "N", "H", "H", "H", "H", "H", "H", "H", "H", "H", "H", "O", "H", "H", "O"],
  "coordinates": [[1.424, -0.794, 2.161], [0.611, -0.455, 1.003], [1.195, -0.288, -0.266], [0.693, 1.051, -0.630], [2.364, -0.241, 2.138], [0.888, -0.582, 3.077], [1.682, -1.860, 2.117], [-0.285, -0.937, 0.987], [0.900, -1.008, -1.019], [2.276, -0.218, -0.187], [-0.308, 1.198, -0.507], [1.157, 1.812, -0.127], [-0.370, 1.084, -3.103], [-0.391, -0.427, -3.299], [-0.624, 0.399, -3.733], [-2.166, -0.105, 2.179], [-2.619, 0.650, 0.928], [-2.856, -0.080, 1.510]]
}

Record 3
{
  "formula": "C2H6Cl2NP",
  "method": "wB97M-V/def2-TZVPD",
  "multiplicity": 3,
  "homo_lumo_gap_ha": [0.307, 0.269],
  "s2": 2.02,
  "charge": 0,
  "homo_ha": [-0.2712, -0.3222],
  "lumo_energy_ev": [0.970, -1.435],
  "species": ["C", "C", "N", "P", "Cl", "Cl", "H", "H", "H", "H", "H", "H"],
  "coordinates": [[1.932, 0.302, -1.807], [-1.206, -0.942, 0.624], [-0.167, -0.547, 1.497], [1.925, 0.111, -0.161], [3.249, -1.251, 0.301], [2.572, 1.785, 0.745], [1.692, 1.234, -2.260], [2.232, -0.457, -2.467], [-1.331, -0.224, -0.271], [-0.687, -1.804, 0.220], [-2.122, -1.257, 1.117], [-0.263, 0.336, 2.124]]
}

Record 4
{
  "formula": "C30H56N9O2",
  "method": "wB97M-V/def2-TZVPD",
  "homo_lumo_gap_ha": 0.214,
  "charge": -1,
  "homo_ha": -0.1436,
  "lumo_energy_ev": 1.925,
  "species": ["C", "C", "N", "C", "N", "C", "N", "C", "C", "O", "O", "H", "H", "H", "H", "H", "H", "H", "H", "H", "H", "H", "H", "H", "H", "C", "C", "C", "C", "N", "H", "H", "H", "H", "H", "H", "H", "C", "C", "C", "C", "N", "H", "H", "H", "H", "H", "H", "H", "C", "C", "C", "C", "N", "H", "H", "H", "H", "H", "H", "H", "C", "C", "C", "C", "N", "H", "H", "H", "H", "H", "H", "H", "C", "C", "C", "C", "N", "H", "H", "H", "H", "H", "H", "H", "C", "C", "C", "C", "N", "H", "H", "H", "H", "H", "H", "H"],
  "coordinates": [[-5.701, 2.971, -2.144], [-4.926, 2.526, -0.794], [-3.451, 2.444, -0.948], [-2.733, 3.659, -0.458], [-3.446, 4.943, -0.654], [-2.275, 3.582, 1.087], [-0.998, 4.370, 1.279], [-0.727, 4.572, 2.730], [-1.355, 3.749, -1.331], [-0.755, 2.631, -1.563], [-0.848, 4.939, -1.785], [-5.795, 2.059, -2.849], [-5.076, 3.736, -2.714], [-6.758, 3.350, -1.923], [-5.287, 3.163, 0.085], [-5.287, 1.446, -0.581], [-3.080, 1.639, -0.422], [-3.790, 5.073, -1.610], [-4.165, 5.118, 0.058], [-3.058, 4.081, 1.772], [-2.116, 2.487, 1.405], [-1.139, 5.328, 0.902], [-0.355, 3.641, 3.274], [-1.626, 5.040, 3.292], [0.113, 5.365, 2.790], [-2.888, -2.838, -1.778], [-2.739, -1.576, -2.622], [-1.654, -0.634, -2.094], [-1.992, -0.193, -0.703], [-2.255, 0.155, 0.392], [-3.198, -2.605, -0.756], [-3.652, -3.493, -2.207], [-1.944, -3.391, -1.734], [-3.700, -1.053, -2.653], [-2.494, -1.861, -3.649], [-1.574, 0.248, -2.736], [-0.684, -1.135, -2.084], [3.189, -4.129, -0.474], [2.774, -3.302, -1.687], [1.301, -2.890, -1.649], [0.428, -4.111, -1.632], [-0.254, -5.086, -1.619], [2.639, -5.072, -0.422], [4.252, -4.376, -0.528], [3.014, -3.577, 0.453], [2.975, -3.879, -2.595], [3.396, -2.404, -1.734], [1.057, -2.290, -2.529], [1.094, -2.288, -0.759], [1.872, -3.538, 4.959], [3.395, -3.602, 4.992], [4.024, -3.533, 3.598], [3.553, -4.691, 2.767], [3.181, -5.599, 2.113], [1.444, -4.387, 4.421], [1.469, -3.561, 5.975], [1.529, -2.617, 4.478], [3.700, -4.528, 5.490], [3.774, -2.772, 5.595], [5.113, -3.569, 3.674], [3.750, -2.599, 3.099], [-6.771, 7.087, 2.320], [-7.570, 5.797, 2.169], [-7.207, 4.745, 3.219], [-5.756, 4.380, 3.096], [-4.617, 4.093, 2.995], [-5.700, 6.917, 2.181], [-7.083, 7.817, 1.570], [-6.924, 7.529, 3.310], [-7.403, 5.392, 1.166], [-8.637, 6.027, 2.249], [-7.813, 3.847, 3.078], [-7.395, 5.126, 4.227], [2.310, 3.617, -2.220], [3.084, 3.427, -3.520], [4.159, 2.341, -3.422], [5.164, 2.705, -2.367], [5.954, 2.991, -1.539], [2.963, 3.949, -1.407], [1.536, 4.378, -2.345], [1.823, 2.687, -1.913], [3.545, 4.379, -3.802], [2.381, 3.161, -4.315], [4.674, 2.233, -4.381], [3.709, 1.377, -3.169], [7.800, -8.562, -1.160], [7.056, -7.843, -0.039], [5.816, -7.094, -0.531], [6.214, -6.050, -1.534], [6.526, -5.230, -2.322], [8.180, -7.861, -1.906], [8.658, -9.106, -0.758], [7.147, -9.282, -1.664], [7.742, -7.143, 0.449], [6.754, -8.576, 0.715], [5.312, -6.607, 0.308], [5.109, -7.785, -0.997]]
}

Record 5
{
  "formula": "C7H11NO2S",
  "method": "wB97M-V/def2-TZVPD",
  "homo_lumo_gap_ha": 0.373,
  "charge": 0,
  "homo_ha": -0.3471,
  "lumo_energy_ev": 0.691,
  "species": ["C", "C", "C", "C", "C", "C", "C", "N", "O", "O", "S", "H", "H", "H", "H", "H", "H", "H", "H", "H", "H", "H"],
  "coordinates": [[-0.550, 1.567, 0.554], [-0.517, 0.338, 1.411], [1.520, 0.385, -0.452], [0.709, -0.936, -0.512], [0.420, 1.439, -0.686], [-0.036, -0.821, 1.024], [-0.239, -2.075, 1.842], [0.225, -0.979, -1.985], [-1.866, 0.536, -1.817], [-0.122, 1.053, -3.485], [-0.289, 0.447, -2.210], [-1.509, 1.790, 0.079], [-0.256, 2.487, 1.275], [-1.111, 0.458, 2.379], [-1.919, -0.296, -1.330], [2.138, 0.354, 0.432], [2.162, 0.417, -1.298], [1.326, -1.838, -0.442], [0.705, 2.388, -1.069], [0.795, -2.275, 2.114], [-0.853, -2.732, 1.414], [-0.734, -1.705, 2.761]]
}

Record 6
{
  "formula": "C4H6INO2",
  "method": "wB97M-V/def2-TZVPD",
  "homo_lumo_gap_ha": [0.313, 0.253],
  "charge": 0,
  "homo_ha": [-0.3165, -0.2728],
  "lumo_energy_ev": [-0.098, -0.541],
  "species": ["C", "C", "C", "C", "N", "O", "O", "I", "H", "H", "H", "H", "H", "H"],
  "coordinates": [[-0.035, 1.173, -1.287], [0.106, 0.922, 1.160], [0.122, 0.374, 2.645], [-0.639, 0.504, -0.182], [-1.612, -0.441, -0.148], [0.804, 2.037, -1.176], [-0.569, 0.901, -2.513], [-0.928, -1.436, 3.104], [-0.400, 1.824, 1.210], [1.120, 1.026, 0.804], [0.034, 1.125, 3.431], [-0.185, 1.411, -3.168], [-1.806, -0.795, -1.072], [-1.609, -1.308, 0.556]]
}

no.,M (u)
1,1199.9
2,96.1
3,146.0
4,574.8
5,173.2
6,227.0